1.
ORCA calculation (ωB97M-V/def2-TZVPD) on a structure of composition C57H54N3OP2S2SiTc.

XYZ file:
```
121
Properties=species:S:1:pos:R:3:forces:R:3:mulliken_spin:R:1
C 3.3162 0.8861 0.2963 0.09 0.00 -0.05 -0.04
H 1.0985 3.8012 -5.4121 0.00 0.00 -0.01 0.00
H 6.3600 1.8081 1.3829 0.01 0.00 0.00 0.00
C -1.0835 -3.3692 2.4867 0.03 0.04 0.04 0.00
H 3.9037 4.3157 -2.2215 0.01 0.00 0.01 0.00
C -1.8647 0.9185 -2.8221 0.02 0.10 -0.02 0.01
Si 3.1984 -0.2571 -2.2710 -0.03 0.07 0.00 -0.02
O 0.1855 3.3684 3.6532 0.12 -0.09 -0.04 0.02
C -2.2327 -2.8835 -1.2002 0.02 0.13 0.04 0.01
C 1.3463 -4.2959 -1.7986 0.01 0.00 -0.04 0.00
C -0.8451 4.7869 -0.9304 -0.07 -0.01 -0.04 0.00
C -3.0829 0.6911 -3.4384 0.00 -0.01 0.00 0.00
H 4.8036 -1.6394 -0.9885 0.00 -0.02 -0.01 0.00
C 5.2997 1.5938 1.3871 -0.05 -0.02 -0.01 -0.02
H 2.8230 -5.6346 -2.5878 0.00 0.00 0.00 0.00
C -3.1268 -1.8295 -1.1919 0.00 0.02 -0.03 0.01
H -5.9366 -3.5988 -1.8596 -0.01 0.00 0.00 0.00
C 1.8082 -0.5581 -3.4601 -0.09 -0.08 0.06 0.01
H 4.5138 1.8789 -2.5431 0.03 -0.08 -0.01 0.00
C -3.8214 2.1952 4.2281 0.02 0.01 -0.03 0.00
C -4.4680 -2.0984 -1.4346 0.02 -0.01 -0.02 0.00
H -1.3925 -5.4732 2.7009 0.00 0.00 0.00 0.00
C -1.8508 -4.5224 2.4633 -0.06 -0.03 -0.01 0.00
H 1.3377 -1.4156 6.7863 0.00 0.01 0.01 0.00
C 0.5300 2.9625 -3.5292 0.05 -0.02 0.08 0.00
H 3.0887 0.9570 4.5954 -0.02 0.00 -0.01 0.00
H -0.4472 -0.6022 5.2996 -0.01 0.00 0.01 0.00
C 1.4693 -1.4648 5.7140 -0.02 0.01 0.00 0.00
H 0.0910 -3.9837 -5.4478 0.00 0.00 -0.01 0.00
C 1.3956 3.6316 -4.3861 0.01 -0.01 0.00 0.00
H 3.7306 -2.4643 3.3922 0.01 0.00 0.00 0.00
C -3.0187 -2.0776 1.8865 -0.01 0.07 -0.14 0.00
H -2.9543 2.6678 -0.1187 0.01 0.01 -0.01 0.00
C -3.7904 -3.2298 1.8874 0.02 0.04 -0.02 0.00
H 3.2678 -2.4904 -1.2118 -0.01 -0.01 0.02 0.00
C -4.8907 -3.3972 -1.6716 0.00 0.01 0.01 0.00
H -0.4350 2.6668 -3.9054 -0.13 -0.09 0.00 0.00
C -0.2069 -3.3662 -3.4233 -0.02 -0.10 0.00 0.00
H 4.0956 1.1383 -4.0737 0.00 0.00 -0.02 0.00
H 3.2740 4.6433 -4.5922 0.01 0.01 -0.01 0.00
S -0.5160 -2.6427 -0.7713 0.13 -0.06 0.12 0.00
C -1.6606 -2.1290 2.2010 0.07 -0.01 -0.09 0.01
H -5.1098 2.2247 -1.2001 -0.01 0.01 0.00 0.00
H 1.6732 -4.3989 -0.7712 0.00 -0.01 0.02 0.00
H -0.0388 -3.4477 2.7553 0.03 0.03 0.00 0.00
H 1.9454 -1.6883 1.8871 0.01 -0.01 0.01 -0.04
H 2.0329 -5.4133 -4.9145 0.00 -0.01 -0.01 0.00
C -4.2514 1.1744 -2.8621 0.00 -0.02 0.01 0.00
C -1.1955 6.0251 -0.4190 0.02 -0.01 -0.04 0.00
C -4.2003 1.8570 -1.6558 -0.01 -0.03 0.01 0.00
H 3.4264 -2.3308 5.8421 0.00 -0.01 0.01 0.00
C -3.8017 0.8395 4.5240 0.01 0.00 0.00 0.00
H 5.2413 0.9144 -0.6560 0.02 0.03 -0.09 0.01
H 1.1407 0.3017 -3.5325 0.04 0.03 -0.03 0.00
C 1.8121 -1.5984 2.9695 -0.08 -0.06 -0.02 0.04
H -5.2012 1.0177 -3.3559 -0.01 -0.01 0.00 0.00
C 2.6444 -1.9802 5.1823 0.01 0.00 -0.01 0.00
H -3.8117 -5.3527 2.1875 0.00 -0.01 0.00 0.00
C -0.5944 3.7102 -0.0745 -0.08 -0.12 0.10 -0.01
C 1.9866 -4.9890 -2.8179 0.01 0.01 0.02 0.00
C 2.5039 1.5279 3.8724 -0.12 0.09 -0.01 0.02
S -0.2691 2.6489 2.4437 0.06 -0.03 0.09 0.03
C 2.9709 3.9150 -2.5955 -0.08 0.08 0.00 0.00
N 2.5786 1.0601 1.4288 -0.07 0.00 -0.19 -0.05
C 2.1248 3.2283 -1.7446 -0.02 0.02 0.07 -0.02
C 3.1897 1.4564 2.5542 0.12 -0.04 0.13 0.05
H 1.2434 -1.4547 -3.2142 0.05 0.08 -0.06 0.00
H 1.4968 1.1345 3.8557 0.07 0.11 -0.02 0.00
H -5.1847 -1.2890 -1.4293 -0.01 0.03 -0.02 0.00
P -0.6576 -0.5962 2.3196 -0.26 -0.26 0.37 -0.02
N 2.4927 0.4269 -0.7207 -0.37 -0.30 0.26 0.31
C 0.9010 2.7327 -2.2049 0.06 0.05 0.05 -0.01
H -3.1220 0.1468 -4.3723 0.00 0.00 -0.01 0.00
C 2.6133 4.1066 -3.9251 -0.03 -0.01 0.01 0.00
C -3.2088 -4.4545 2.1745 0.06 -0.02 0.01 0.00
H 2.4628 2.5598 4.2190 -0.01 0.02 0.00 0.00
H -0.9637 0.5506 -3.2982 0.03 0.05 -0.06 0.00
H -4.8472 -3.1636 1.6669 -0.01 -0.01 0.00 0.00
C -3.9756 -4.4440 -1.6707 0.01 0.00 -0.01 0.00
C 2.8202 -2.0511 3.8053 0.00 0.00 0.00 0.01
H -2.7919 -0.8195 -0.9948 -0.01 0.00 0.04 0.00
C -2.6356 -4.1937 -1.4321 0.00 -0.06 0.09 0.00
H -2.7599 3.8097 3.3022 -0.02 0.01 -0.01 0.00
C -1.7986 1.6561 -1.6348 0.10 -0.10 -0.06 -0.01
C 0.4437 -4.0577 -4.4282 -0.01 0.00 0.01 0.00
C -1.2770 6.2234 0.9525 0.00 -0.04 0.05 0.00
H -4.3025 -5.4572 -1.8595 -0.01 0.00 0.00 0.00
H 4.4209 -2.3753 -2.5419 0.00 -0.02 -0.01 0.00
C -1.8178 1.9170 2.9410 0.01 0.02 -0.01 -0.03
H -2.8426 -1.0390 4.2186 -0.02 0.01 -0.02 0.00
C 4.6780 1.1116 0.2398 -0.05 -0.01 -0.01 0.10
H -0.3257 -0.7159 -1.8756 -0.04 -0.02 0.05 -0.01
H -4.5537 0.4159 5.1756 -0.01 -0.01 0.00 0.00
H -3.4944 -1.1307 1.6614 0.01 0.01 0.01 0.00
C -0.7203 3.9180 1.2909 0.04 0.03 0.03 0.01
C -2.8066 2.7410 3.4592 -0.02 -0.03 0.04 0.01
C 0.4599 -1.0137 4.8756 0.01 -0.06 0.02 0.00
C 4.4166 0.9228 -3.0536 0.02 0.00 0.12 0.01
H -0.7617 4.6700 -2.0017 0.01 0.00 -0.01 0.00
N -0.1789 -1.0387 -0.9222 -0.06 0.03 0.00 0.08
H 2.4047 3.1131 -0.7018 -0.01 0.04 -0.04 0.01
H -1.9241 -5.0098 -1.4232 0.01 0.00 -0.02 0.00
C -1.8309 0.5356 3.1525 -0.01 0.06 -0.03 0.03
Tc 0.8037 0.2175 0.3318 0.40 0.28 -0.37 2.56
H 5.4052 0.4627 -3.1096 0.02 0.00 -0.01 0.00
C -1.0208 5.1700 1.8131 0.00 0.02 -0.04 0.00
H -4.6004 2.8303 4.6269 0.00 0.01 0.02 0.00
C 0.6295 -1.0799 3.4967 -0.02 -0.05 -0.08 -0.04
H -1.0121 5.3066 2.8864 0.02 0.02 0.01 0.00
H -1.5184 7.1996 1.3498 0.00 0.01 0.00 0.00
H -1.0793 -2.7635 -3.6459 0.00 0.01 0.00 0.00
P -0.2094 2.1207 -0.8988 0.01 0.25 -0.21 -0.11
C -2.8238 0.0170 3.9866 0.01 -0.04 0.01 0.00
C 1.5383 -4.8648 -4.1243 -0.01 0.01 0.00 0.00
H 2.2344 -0.7113 -4.4540 0.04 0.00 -0.01 0.00
H -1.3768 6.8457 -1.0996 -0.01 0.01 0.00 0.00
C -2.9793 2.1028 -1.0425 -0.01 0.00 0.06 0.01
C 0.2648 -3.4868 -2.1179 -0.01 -0.01 0.04 0.01
C 4.5556 1.7700 2.5296 -0.03 -0.01 0.02 0.08
H 5.0143 2.1208 3.4433 0.01 0.00 0.01 0.00
C 3.9934 -1.8352 -1.6942 0.07 0.05 -0.03 0.01
```
Positions in Å, forces in eV/Å.

Summary:
HOMO-LUMO gap (spin up / spin down) (eV): 6.205 / 5.930
M (Da): 1049.25
E_HOMO (spin up / spin down) (eV): -15.52 / -15.50
⟨S²⟩: 3.797
Spin multiplicity: 4
Net charge: +3

---

2.
ORCA calculation (ωB97M-V/def2-TZVPD) on a cluster of 3 separate species, C5H14O2 in total in a non-equilibrium geometry.

XYZ file:
```
21
Properties=species:S:1:pos:R:3:forces:R:3:mulliken_charge:R:1
H -1.2749 7.2619 -0.3532 -0.09 0.71 -0.35 0.32
H 0.6984 -3.2339 2.0213 0.55 0.26 0.67 0.26
O -1.7072 -2.7118 -5.9358 0.60 0.22 -0.12 -0.64
H -1.2084 -2.3047 -6.6575 -0.36 -0.07 -0.08 0.32
H 1.1492 -0.8002 -1.0137 -0.01 -0.80 0.28 0.34
C 0.7156 -0.3972 2.3095 0.76 -0.93 1.47 -0.36
H 0.4972 0.4376 -0.2377 -0.80 0.47 0.61 0.38
C 0.8270 -2.6044 1.1606 -0.43 -0.84 -0.50 -0.99
H 1.7660 -0.4061 2.6279 0.00 0.70 -0.09 0.27
O -0.3322 7.3976 -0.5313 -0.64 -0.96 0.56 -0.63
H 0.0751 -2.0095 3.6529 0.54 0.15 0.19 0.27
H -0.0482 6.5600 -0.1355 0.73 0.24 -0.21 0.32
H 0.1779 -0.4434 4.4722 -0.12 0.27 -0.03 0.33
H -0.5280 -0.9993 -0.6505 -0.39 0.23 0.16 0.28
H -1.1198 -0.9149 3.2691 -0.07 0.55 0.49 0.31
H 0.3624 0.6118 2.1537 0.22 0.25 -0.54 0.31
H -1.0220 -2.7710 -5.2598 -0.23 -0.15 0.20 0.32
C 0.3971 -0.6389 -0.2220 1.74 0.23 -1.24 -1.33
C 0.7273 -1.2896 1.0938 -1.24 0.52 -0.02 0.77
H 0.8294 -3.2032 0.2594 0.00 0.16 -0.30 0.30
C -0.0558 -0.9297 3.5330 -0.77 -1.20 -1.15 -1.16
```
Positions in Å, forces in eV/Å.

Summary:
ΔE to the lowest compared entry with this formula, charge and spin (kJ/mol): 127.5
HOMO-LUMO gap (eV): 9.890
M (Da): 106.16
E_HOMO (eV): -9.25
SMILES: C=C(C)CC.O.O

---

3.
ORCA calculation (ωB97M-V/def2-TZVPD) on a structure of composition C18H26Cl5N2RuS3 in a non-equilibrium geometry.

XYZ file:
```
55
Properties=species:S:1:pos:R:3:forces:R:3:mulliken_spin:R:1
H 1.9234 -4.0366 -1.6149 0.04 0.04 0.03 0.00
H 0.9995 -0.9106 -4.7450 0.02 0.00 0.02 0.00
H -3.6984 4.5776 -1.6273 0.01 0.01 -0.01 0.00
H -0.6458 -0.9445 -4.1514 -0.01 0.00 0.00 0.00
C -1.4156 -1.2008 1.8356 -0.07 -0.03 0.15 -0.03
H 2.8243 -2.0899 -1.9692 0.00 0.01 -0.05 0.00
H 1.6372 -2.8370 -3.3684 0.02 0.04 -0.01 0.00
H -0.6535 3.6902 0.2527 -0.03 0.01 0.02 0.00
H 3.9086 -1.0307 -1.0833 -0.01 0.00 0.04 0.00
C 2.4738 0.0424 -2.2525 0.12 0.01 0.00 0.00
Cl -2.9676 -2.3335 3.7078 0.01 0.02 0.01 0.00
C -5.3000 3.1314 -1.6987 -0.01 0.00 -0.01 0.00
H -3.7040 3.9122 0.5846 0.00 0.01 0.03 0.00
C -1.5660 4.2257 0.5211 0.02 0.00 -0.02 0.00
H 0.7202 -4.7518 -0.5680 -0.03 0.01 -0.04 0.00
H 2.5825 -3.4556 0.6725 0.02 0.04 -0.02 0.00
C -1.0534 -0.4101 4.0300 0.04 0.03 0.01 0.00
N -2.9491 2.7729 -0.9583 -0.07 0.13 -0.01 0.01
H -1.9657 1.6595 -3.4392 -0.02 0.01 -0.01 0.00
H -1.3441 1.5234 0.3715 -0.08 0.14 -0.08 -0.01
Cl -1.3806 -0.4496 5.7033 -0.01 0.00 0.00 0.00
Cl 1.2579 1.6982 1.4900 0.00 -0.11 0.00 0.00
C -3.8416 3.5238 -1.8646 0.01 -0.05 0.05 0.00
C 2.8783 -1.1580 -1.4176 0.06 0.00 -0.03 0.00
C 0.3915 -1.1199 -3.8627 0.02 -0.12 -0.03 0.03
C 1.1409 -3.8015 -0.8957 -0.02 -0.10 0.04 0.00
Cl -2.2334 -2.0733 0.5458 -0.04 0.07 0.18 0.02
S 0.7156 0.1784 -2.6374 -0.38 0.24 0.30 -0.01
H 2.6837 0.9691 -1.7151 0.01 0.00 -0.01 0.00
S -0.1801 -2.9182 -1.7938 -0.18 0.24 0.01 0.00
S 1.8307 -1.2536 0.0535 -0.40 -0.04 0.12 0.05
C -0.4567 -0.3845 1.3028 0.08 0.38 0.30 0.04
C -0.1065 0.4887 3.5126 0.00 0.01 -0.01 0.00
H -5.4709 2.0884 -1.9695 0.01 0.01 0.01 0.00
H 3.0273 0.0808 -3.1917 0.00 -0.01 0.00 0.00
N -1.4450 1.0727 -0.5266 -0.46 0.36 0.14 -0.04
H -2.2689 0.0669 -2.7170 0.01 -0.04 0.00 -0.03
C -1.7531 -1.2643 3.1727 -0.04 -0.04 -0.03 0.00
H -1.4649 4.5739 1.5487 -0.01 0.01 -0.01 0.00
H 0.1127 -3.2212 -4.1375 0.00 -0.01 0.01 0.00
H 0.9274 -3.0859 1.1346 0.00 -0.02 0.02 0.00
Ru -0.4853 -0.7080 -0.6773 1.08 -1.13 -1.21 0.93
C 0.5885 -2.5587 -3.4142 -0.01 -0.01 -0.08 -0.01
C -2.3049 1.6788 -1.3297 0.16 -0.03 0.01 -0.01
Cl 0.6965 1.5676 4.5624 0.01 0.01 0.02 0.00
C 1.6431 -3.0326 0.3128 0.11 -0.04 0.00 0.00
C 0.1775 0.5158 2.1400 -0.02 -0.02 0.15 -0.02
H -3.6027 1.1796 -2.9788 -0.01 0.00 0.01 0.01
H -1.6445 5.1011 -0.1234 -0.01 -0.01 -0.01 0.00
H -5.9251 3.7534 -2.3384 0.00 -0.01 0.01 0.00
H -5.6324 3.2714 -0.6698 0.00 0.00 -0.01 0.00
C -2.7982 3.3409 0.3899 0.02 -0.01 -0.07 0.00
C -2.5551 1.1164 -2.6981 0.05 -0.01 0.03 0.06
H -3.5041 3.3953 -2.8899 -0.01 0.00 -0.01 0.00
H -2.7941 2.5285 1.1201 -0.02 -0.02 0.02 0.00
```
Positions in Å, forces in eV/Å.

Summary:
ΔE to the lowest compared entry with this formula, charge and spin (kJ/mol): 57.3
HOMO-LUMO gap (spin up / spin down) (eV): 7.386 / 7.188
M (Da): 644.96
E_HOMO (spin up / spin down) (eV): -14.31 / -14.28
⟨S²⟩: 0.755
Spin multiplicity: 2
Net charge: +2

---

Question: The lowest M belongs to which entry?
Answer: C5H14O2

---

Question: M of number 1 (C57H54N3OP2S2SiTc)?
Answer: 1049.25 Da

---

Question: The lowest M belongs to which entry?
Answer: C5H14O2

---

Question: Which of these has the highest M?
Answer: C57H54N3OP2S2SiTc